C13H15N3O4 in the gas phase in a non-equilibrium geometry, computed with the ωB97M-V functional and the def2-TZVPD basis.

* energy above the lowest of the compared OMol25 structures with the same formula, charge and spin: 61.6 kJ/mol
* highest occupied orbital energy: -8.213 eV
* SMILES string: COc1ccc(-c2noc(CCC(N)=O)n2)cc1OC
* strongest force on any atom: 1.26 eV/A

Atoms and positions in Å:
C1 4.951 2.968 -0.995
O1 3.614 3.310 -0.703
C2 2.675 2.374 -0.420
C3 1.409 2.906 -0.167
C4 0.329 2.110 0.139
C5 0.500 0.731 0.200
C6 -0.612 -0.130 0.519
N1 -0.542 -1.436 0.598
O2 -1.807 -1.842 0.921
C7 -2.560 -0.729 1.011
C8 -4.006 -0.818 1.322
C9 -4.846 -1.171 0.080
C10 -5.157 -2.655 -0.095
N2 -4.124 -3.499 0.102
O3 -6.263 -3.042 -0.401
N3 -1.876 0.341 0.775
C11 1.757 0.179 -0.048
C12 2.848 0.973 -0.357
O4 4.095 0.459 -0.606
C13 4.272 -0.935 -0.549
H1 5.450 3.919 -1.181
H2 5.023 2.339 -1.885
H3 5.432 2.463 -0.156
H4 1.310 3.978 -0.223
H5 -0.642 2.535 0.331
H6 -4.166 -1.560 2.106
H7 -4.307 0.162 1.692
H8 -5.809 -0.662 0.136
H9 -4.343 -0.820 -0.825
H10 -4.286 -4.484 -0.027
H11 -3.192 -3.191 0.318
H12 1.847 -0.893 0.010
H13 3.652 -1.451 -1.290
H14 5.323 -1.101 -0.781
H15 4.053 -1.330 0.448

Cartesian forces (eV/Å) of the 3 atoms listed first:
C 0.5 0.0 -0.1
O -0.3 -0.1 0.1
C -0.2 0.0 0.1

***

C13H15N3OS2 in the gas phase, computed with the ωB97M-V functional and the def2-TZVPD basis.

* energy above the lowest of the compared OMol25 structures with the same formula, charge and spin: 21.2 kJ/mol
* highest occupied orbital energy: -8.470 eV
* SMILES string: CC(C)NC(=O)CSc1nccc(-c2cccs2)n1
* strongest force on any atom: 0.91 eV/A

Atoms and positions in Å:
C1 2.234 -0.148 1.375
C2 2.546 -0.503 -0.076
C3 4.020 -0.271 -0.402
N1 1.712 0.274 -0.975
C4 0.874 -0.290 -1.870
O1 0.694 -1.481 -1.962
C5 0.207 0.736 -2.787
S1 -1.251 0.010 -3.592
C6 -2.143 -0.432 -2.164
N2 -3.192 -1.220 -2.354
C7 -3.844 -1.597 -1.270
C8 -3.477 -1.188 0.001
C9 -2.390 -0.312 0.084
C10 -1.938 0.257 1.332
C11 -0.995 1.236 1.502
C12 -0.793 1.577 2.851
C13 -1.580 0.856 3.694
S2 -2.589 -0.251 2.860
N3 -1.724 0.062 -1.010
H1 2.462 0.898 1.569
H2 2.829 -0.762 2.045
H3 1.182 -0.321 1.587
H4 2.284 -1.549 -0.265
H5 4.645 -0.893 0.233
H6 4.221 -0.523 -1.440
H7 4.287 0.771 -0.235
H8 1.835 1.274 -0.961
H9 -0.098 1.626 -2.240
H10 0.888 1.005 -3.595
H11 -4.690 -2.251 -1.436
H12 -4.007 -1.508 0.883
H13 -0.482 1.685 0.672
H14 -0.094 2.324 3.184
H15 -1.632 0.909 4.764

Cartesian forces (eV/Å) of the 3 atoms listed first:
C -0.1 -0.2 -0.3
C 0.2 -0.1 0.2
C -0.3 -0.2 0.0

***

C13H15NO2S2 in the gas phase, computed with the ωB97M-V functional and the def2-TZVPD basis.

* energy above the lowest of the compared OMol25 structures with the same formula, charge and spin: 19.4 kJ/mol
* highest occupied orbital energy: -8.968 eV
* SMILES string: Cc1ccc(CNS(=O)(=O)c2ccc(C)s2)cc1
* strongest force on any atom: 0.94 eV/A

Atoms and positions in Å:
C1 -5.405 -1.704 -0.570
C2 -4.255 -0.804 -0.239
C3 -4.363 0.575 -0.345
C4 -3.294 1.397 -0.031
C5 -2.092 0.859 0.405
C6 -0.915 1.746 0.712
N1 0.037 1.709 -0.383
S1 1.667 1.726 -0.059
O1 1.890 2.042 1.321
O2 2.306 2.495 -1.084
C7 2.081 0.029 -0.308
C8 2.608 -0.552 -1.416
C9 2.761 -1.948 -1.269
C10 2.342 -2.410 -0.057
C11 2.345 -3.809 0.445
S2 1.755 -1.108 0.936
C12 -1.980 -0.522 0.511
C13 -3.046 -1.340 0.194
H1 -5.108 -2.445 -1.311
H2 -5.734 -2.239 0.321
H3 -6.246 -1.137 -0.961
H4 -5.293 1.014 -0.678
H5 -3.400 2.469 -0.120
H6 -1.249 2.772 0.913
H7 -0.372 1.386 1.588
H8 -0.200 2.266 -1.186
H9 2.881 0.012 -2.288
H10 3.167 -2.584 -2.035
H11 2.759 -4.474 -0.309
H12 1.333 -4.132 0.684
H13 2.942 -3.889 1.352
H14 -1.049 -0.953 0.850
H15 -2.945 -2.412 0.284

Cartesian forces (eV/Å) of the 3 atoms listed first:
C 0.0 0.0 0.0
C 0.0 0.1 0.0
C -0.1 -0.1 0.0

***

C13H15NS in the gas phase in a non-equilibrium geometry, computed with the ωB97M-V functional and the def2-TZVPD basis.

* energy above the lowest of the compared OMol25 structures with the same formula, charge and spin: 127.2 kJ/mol
* highest occupied orbital energy: -8.602 eV
* SMILES string: C=C1S/C(=N\C)[C@]1(CC)c1ccccc1
* strongest force on any atom: 3.91 eV/A

Atoms and positions in Å:
C1 0.096 -0.930 3.301
C2 0.589 -0.206 2.328
S1 1.652 1.188 2.249
C3 1.397 0.889 0.487
N1 1.897 1.424 -0.514
C4 2.846 2.489 -0.441
C5 0.424 -0.257 0.538
C6 0.968 -1.538 -0.067
C7 0.976 -1.433 -1.590
C8 -0.988 0.060 0.182
C9 -1.992 -0.868 0.446
C10 -3.310 -0.578 0.151
C11 -3.646 0.637 -0.424
C12 -2.655 1.562 -0.694
C13 -1.335 1.280 -0.385
H1 0.333 -0.702 4.327
H2 -0.556 -1.764 3.118
H3 2.761 3.060 0.493
H4 2.685 3.144 -1.299
H5 3.855 2.074 -0.507
H6 1.982 -1.710 0.299
H7 0.350 -2.381 0.245
H8 -0.040 -1.355 -1.969
H9 1.448 -2.308 -2.029
H10 1.524 -0.544 -1.892
H11 -1.744 -1.819 0.891
H12 -4.082 -1.301 0.371
H13 -4.677 0.858 -0.658
H14 -2.905 2.510 -1.147
H15 -0.567 2.006 -0.599

Cartesian forces (eV/Å) of the 3 atoms listed first:
C 0.1 0.0 0.3
C -0.3 -0.1 -3.7
S 0.1 0.0 -0.1

***

A molecular structure, C13H16Cl4N2S in a non-equilibrium geometry, computed with the ωB97M-V functional and the def2-TZVPD basis.

* energy above the lowest of the compared OMol25 structures with the same formula, charge and spin: 0.0 kJ/mol
* highest occupied orbital energy: -9.047 eV
* strongest force on any atom: 1.14 eV/A

Atoms and positions in Å:
C1 -2.992 1.556 1.211
C2 -1.936 1.266 2.264
Cl1 -2.655 1.467 3.895
C3 -0.657 2.093 2.100
C4 0.188 1.469 0.998
C5 0.049 1.871 -0.298
C6 0.830 1.275 -1.344
C7 0.589 1.757 -2.763
C8 0.389 0.595 -3.739
C9 -0.658 -0.425 -3.267
Cl2 -2.074 -0.512 -4.370
C10 1.749 0.304 -1.064
C11 1.901 -0.130 0.275
N1 2.716 -1.086 0.754
S1 2.458 -1.205 2.314
N2 1.331 -0.074 2.540
C12 1.117 0.437 1.325
H1 -2.589 1.497 0.203
H2 -3.774 0.801 1.287
H3 -3.468 2.520 1.389
H4 -1.662 0.216 2.174
H5 -0.067 2.101 3.012
H6 -0.891 3.102 1.763
H7 -0.667 2.635 -0.567
H8 -0.312 2.374 -2.750
H9 1.384 2.423 -3.100
H10 0.048 0.983 -4.697
H11 1.333 0.075 -3.893
H12 -0.213 -1.415 -3.222
H13 -1.065 -0.214 -2.283
H14 2.355 -0.130 -1.848
C13 1.481 -5.577 2.205
Cl3 1.743 -3.907 2.745
Cl4 0.777 -6.585 3.474
H15 0.806 -5.561 1.358
H16 2.437 -5.998 1.917

Cartesian forces (eV/Å) of the 3 atoms listed first:
C -0.4 -0.2 0.4
C 0.2 -0.1 -0.4
Cl 0.1 0.1 0.0

***

A molecular structure, C13H16CoI2N3O in a non-equilibrium geometry, computed with the ωB97M-V functional and the def2-TZVPD basis.

* energy above the lowest of the compared OMol25 structures with the same formula, charge and spin: 176.4 kJ/mol
* expectation value of S²: 6.06
* 2S+1: 5
* highest occupied orbital energy (alpha / beta): 2.687 / -1.623 eV
* strongest force on any atom: 2.55 eV/A
* charge: -2

Atoms and positions in Å:
C1 1.648 2.108 -1.129
I1 2.580 -0.981 0.110
H1 1.476 3.060 -1.672
H2 1.998 1.322 -1.817
H3 2.426 2.262 -0.360
C2 -0.212 -2.177 -3.756
C3 -0.131 -0.802 -1.964
N1 0.010 -2.080 -2.400
H4 -0.732 -0.555 -5.170
I2 -2.230 -0.693 -0.213
N2 -0.459 -0.106 -3.085
H5 -0.158 -3.116 -4.280
Co1 0.204 -0.296 -0.070
C4 0.400 1.682 -0.428
O1 -0.493 2.388 -0.002
C5 -0.499 -0.931 -4.189
C6 -0.803 1.295 -3.221
H6 -1.305 1.393 -4.190
H7 0.098 1.922 -3.249
H8 -1.479 1.644 -2.433
C7 0.229 -3.256 -1.590
H9 0.751 -3.994 -2.208
H10 -0.724 -3.683 -1.243
H11 0.861 -3.017 -0.727
N3 0.254 -0.465 1.658
C8 0.031 0.028 2.854
C9 0.531 -0.596 4.059
C10 0.193 -0.072 5.289
C11 -0.623 1.074 5.383
C12 -1.097 1.703 4.223
C13 -0.762 1.215 2.979
H12 1.175 -1.476 3.936
H13 0.557 -0.552 6.200
H14 -0.886 1.465 6.370
H15 -1.728 2.586 4.277
H16 -1.100 1.699 2.061

Cartesian forces (eV/Å) of the 3 atoms listed first:
C 0.3 1.0 -0.4
I 1.9 -0.7 -0.3
H 0.1 -0.3 0.2

***

- The highest energy above the lowest of the compared OMol25 structures with the same formula, charge and spin belongs to which entry?
  C13H16CoI2N3O

***

- Look up the strongest force on any atom of the second one.
  0.91 eV/A